DFT (the ωB97M-V functional and the def2-TZVPD basis) results for 3 unconnected molecules or ions with the total composition C30H62BF5N4O8PS.

Computed properties:
orbital gap: 5.16 eV
net charge: +1
multiplicity: 1
HOMO level: -9.909 eV

Last column: Löwdin charge in e.
CARTESIAN COORDINATES (ANGSTROEM)
C (-4.27, 3.06, 7.15)  -0.142
C (-5.32, 2.76, 5.88)  -0.244
C (-5.20, 3.87, 4.68)  -0.205
C (-4.36, 3.31, 3.34)  -0.189
C (-2.78, 3.07, 3.74)  -0.141
C (-1.92, 2.21, 2.64)  -0.273
B (-0.50, 1.93, 3.49)  -0.338
C (-0.05, 2.84, 4.82)  -0.043
O (0.48, 0.87, 3.11)  0.020
C (-2.61, 0.94, 1.84)  -0.208
P (-3.03, -0.67, 2.76)  0.737
N (-1.80, -1.69, 3.00)  -0.145
O (-4.27, -1.49, 1.80)  -0.226
O (-3.81, -0.20, 4.27)  -0.224
C (-1.91, 0.87, 0.33)  -0.181
C (-1.16, -0.48, -0.16)  -0.072
C (0.59, -0.31, 0.12)  -0.142
C (1.53, -1.64, -0.49)  0.022
O (1.22, -1.36, 1.10)  -0.258
C (-1.23, 2.35, 0.16)  -0.073
C (-0.59, 2.98, -1.22)  -0.122
C (-1.76, 3.87, -1.95)  -0.178
C (-1.31, 4.51, -3.41)  -0.074
C (-0.09, 5.61, -3.29)  -0.159
F (-0.15, 6.17, -1.90)  -0.025
F (-0.33, 6.80, -4.20)  0.003
C (1.42, 4.96, -3.57)  -0.123
F (2.36, 5.25, -2.43)  0.025
F (1.98, 5.54, -4.85)  0.028
F (1.40, 3.49, -3.76)  0.018
N (-1.33, 2.95, 1.42)  -0.310
S (-0.69, 4.61, 1.56)  0.894
H (-3.40, 2.24, 7.19)  0.074
H (-3.70, 4.09, 7.00)  0.076
H (-4.82, 3.04, 8.20)  0.082
H (-5.11, 1.66, 5.56)  0.083
H (-6.40, 2.78, 6.38)  0.117
H (-6.31, 4.10, 4.32)  0.118
H (-4.73, 4.85, 5.11)  0.111
H (-4.53, 4.10, 2.49)  0.115
H (-4.90, 2.28, 3.07)  0.105
H (-2.34, 4.16, 3.95)  0.128
H (-2.80, 2.41, 4.73)  0.128
H (-0.72, 2.64, 5.77)  0.090
H (-0.18, 3.99, 4.54)  0.071
H (1.10, 2.71, 5.08)  0.098
H (1.30, 1.40, 2.84)  0.133
H (-3.70, 1.32, 1.53)  0.123
H (-0.96, -1.24, 2.58)  -0.024
H (-4.51, -0.91, 1.00)  0.089
H (-4.81, -0.21, 4.03)  0.092
H (-2.83, 0.94, -0.42)  0.159
H (-1.24, -0.71, -1.32)  0.133
H (-1.46, -1.47, 0.39)  0.113
H (1.09, 0.83, 0.03)  0.156
H (1.04, -2.72, -0.38)  0.106
H (2.67, -1.72, -0.23)  0.122
H (0.40, 3.62, -0.99)  0.127
H (-0.23, 2.14, -1.98)  0.148
H (-2.20, 4.73, -1.26)  0.113
H (-2.66, 3.13, -2.20)  0.138
H (-1.11, 3.68, -4.24)  0.152
H (-2.26, 5.12, -3.79)  0.152
H (-1.59, 5.39, 0.78)  -0.052
C (-2.87, -7.17, 3.18)  -0.115
O (-1.60, -7.11, 3.80)  -0.201
C (-0.81, -8.29, 3.58)  -0.203
C (0.41, -7.96, 2.71)  -0.205
N (0.01, -7.68, 1.33)  -0.057
C (1.09, -7.13, 0.50)  -0.194
C (1.63, -5.74, 0.89)  -0.209
O (0.69, -4.68, 0.70)  -0.217
C (-0.18, -4.46, 1.81)  -0.090
H (-3.44, -6.29, 3.48)  0.088
H (-2.78, -7.16, 2.09)  0.076
H (-3.42, -8.07, 3.50)  0.088
H (-1.40, -9.11, 3.16)  0.122
H (-0.46, -8.61, 4.57)  0.120
H (1.09, -8.82, 2.71)  0.122
H (0.92, -7.10, 3.15)  0.102
H (-0.76, -7.01, 1.34)  0.068
H (0.70, -7.07, -0.52)  0.117
H (1.92, -7.85, 0.48)  0.118
H (2.46, -5.52, 0.21)  0.119
H (2.05, -5.71, 1.90)  0.111
H (0.30, -4.69, 2.76)  0.100
H (-1.10, -5.04, 1.68)  0.076
H (-0.46, -3.40, 1.81)  0.039
C (3.71, 3.03, -7.25)  -0.118
O (3.91, 1.72, -7.76)  -0.202
C (5.27, 1.46, -8.14)  -0.201
C (5.89, 0.40, -7.21)  -0.204
N (6.10, 0.93, -5.86)  -0.058
C (6.46, -0.09, -4.88)  -0.195
C (5.39, -1.16, -4.56)  -0.215
O (4.24, -0.64, -3.88)  -0.189
C (3.23, -0.14, -4.75)  -0.102
H (2.64, 3.18, -7.09)  0.083
H (4.22, 3.15, -6.29)  0.075
H (4.07, 3.78, -7.96)  0.090
H (5.87, 2.38, -8.16)  0.123
H (5.24, 1.06, -9.16)  0.121
H (6.85, 0.08, -7.63)  0.123
H (5.21, -0.46, -7.20)  0.102
H (5.24, 1.39, -5.55)  0.067
H (6.69, 0.44, -3.95)  0.117
H (7.38, -0.59, -5.20)  0.118
H (5.85, -1.87, -3.85)  0.120
H (5.10, -1.75, -5.43)  0.109
H (3.19, -0.68, -5.70)  0.092
H (3.37, 0.93, -4.91)  0.065
H (2.27, -0.27, -4.25)  0.079